Below is 40 unconnected molecules or ions with the total composition H80O40 in a non-equilibrium geometry, with properties calculated with the ωB97M-V functional and the def2-TZVPD basis.

Calculated values
total charge = 0
LUMO = -0.48 eV
energy above the lowest of the compared OMol25 structures with the same formula, charge and spin = 9.578 eV
electronic energy = -83196.2374 eV
multiplicity = 1
M = 720.600 g mol⁻¹
strongest force on any atom = 5.85 eV/A

CARTESIAN COORDINATES (ANGSTROEM)
H 1.49 -1.37 5.99
H 2.59 -0.68 6.31
O 2.45 -1.57 5.96
H 6.25 0.62 -1.31
H 6.37 -0.98 -1.81
O 5.98 -0.03 -1.87
H 0.99 1.84 -5.41
H -0.03 1.69 -6.47
O 0.88 1.97 -6.35
H -2.56 0.11 4.76
H -3.97 0.76 4.41
O -3.02 0.92 4.49
H -2.50 1.62 -5.48
H -2.03 1.40 -4.17
O -1.92 0.99 -5.03
H 1.81 3.81 2.66
O 1.59 3.86 3.64
H 4.28 0.25 -1.29
O 3.67 0.84 -0.83
H -4.02 3.08 -3.01
H -4.82 1.83 -3.24
O -3.91 2.11 -3.16
H -2.37 -5.47 -2.97
H -0.90 -6.27 -2.58
O -1.67 -5.75 -2.37
H -4.10 1.93 1.02
H -4.45 0.56 0.96
O -4.82 1.41 0.61
H 3.00 -0.75 4.03
H 2.40 0.52 3.33
O 3.08 -0.20 3.25
H -4.49 -2.82 -2.98
O -3.52 -3.10 -2.86
H -5.02 -1.15 2.17
H -4.87 -2.27 1.14
O -4.92 -1.32 1.23
H -2.23 -2.72 -5.72
H -0.93 -2.10 -6.02
O -1.37 -2.65 -5.33
H -3.05 -3.75 5.01
H -2.59 -2.40 4.50
O -3.23 -2.81 5.13
H 0.97 1.22 -3.32
H 2.50 1.69 -3.21
O 1.61 1.87 -2.89
H 0.04 4.88 0.50
H -1.18 5.61 1.16
O -0.27 5.42 1.22
H 4.05 3.97 -3.33
H 2.88 3.62 -4.13
O 3.05 3.95 -3.27
H -1.07 0.63 -1.32
O -1.92 0.88 -0.95
H -2.59 -4.53 2.27
H -3.37 -3.81 1.12
O -3.48 -4.19 2.03
H 3.25 -4.23 0.65
O 3.47 -3.46 1.15
H 4.14 2.06 2.73
H 3.34 3.31 3.41
O 4.17 2.98 3.02
H 1.16 -3.00 0.26
H 1.92 -1.75 0.78
O 1.09 -2.27 0.84
H -4.74 0.11 -1.46
H -3.65 -0.91 -1.72
O -4.55 -0.61 -1.98
H 3.39 4.09 -1.07
H 3.48 3.84 0.49
O 2.92 4.04 -0.23
H 0.53 -0.64 -0.79
H 1.41 0.69 -1.11
O 0.79 0.03 -1.37
H -0.83 2.23 5.92
H -1.38 2.70 4.48
O -0.65 2.64 5.07
H -1.18 -3.73 2.96
H -0.19 -3.62 4.20
O -0.70 -4.22 3.63
H -0.92 1.57 0.72
H -1.43 0.41 1.30
O -0.75 1.07 1.54
H 5.76 -2.92 -1.18
H 6.58 -2.32 0.17
O 6.45 -2.37 -0.81
H -2.96 3.37 -1.24
H -3.31 4.28 -0.11
O -2.97 4.29 -0.99
H -1.21 -2.79 -1.53
O -1.93 -2.87 -0.81
H -0.39 0.03 -4.18
H -1.02 -1.24 -4.10
O -0.54 -0.64 -3.51
H -2.02 1.84 -0.82
H 1.16 4.67 3.96
H 3.39 -3.47 2.07
H 3.57 0.29 -0.05
H -3.10 -2.28 -3.07
H -2.63 -3.50 -1.16
O 3.44 -0.16 -4.60
H 3.38 0.25 -3.72
H 3.49 -1.14 -4.45
O 1.50 -2.11 3.60
H 2.19 -2.58 4.05
H 1.55 -2.25 2.67
O 1.05 2.50 0.66
H 1.47 3.40 0.61
H 0.92 2.42 1.63
O -1.80 -1.94 2.18
H -0.95 -1.98 1.69
H -2.50 -1.78 1.59
O 0.50 -3.69 -2.21
H 0.36 -3.49 -3.16
H 1.15 -3.08 -1.92
O -1.12 3.18 -2.52
H -0.42 2.65 -2.04
H -0.98 3.84 -1.82
O 1.45 1.17 4.81
H 1.05 2.07 4.88
H 0.68 0.67 4.56


Below is 40 unconnected molecules or ions with the total composition H80O40 in a non-equilibrium geometry, with properties calculated with the ωB97M-V functional and the def2-TZVPD basis.

Calculated values
total charge = 0
LUMO = -0.77 eV
energy above the lowest of the compared OMol25 structures with the same formula, charge and spin = 10.872 eV
electronic energy = -83194.9430 eV
multiplicity = 1
M = 720.600 g mol⁻¹
strongest force on any atom = 4.41 eV/A

CARTESIAN COORDINATES (ANGSTROEM)
H -1.19 2.84 -3.29
H -2.62 2.46 -3.64
O -2.09 2.68 -2.88
H -2.88 -1.35 5.07
H -3.80 -1.85 3.94
O -2.88 -1.83 4.23
H -1.66 -0.09 -3.37
H -0.28 -0.59 -3.15
O -0.75 0.04 -3.66
H -3.28 -3.33 3.10
H -3.19 -3.55 1.41
O -3.57 -3.34 2.23
H 3.66 -2.89 4.86
H 2.15 -2.83 4.66
O 2.91 -3.38 4.46
H 1.52 2.18 0.20
O 2.38 2.14 -0.25
H 3.73 3.45 0.44
O 4.73 3.15 0.51
H 0.33 4.95 2.65
H 1.13 3.64 3.24
O 0.45 4.32 3.44
H -3.83 -3.64 -2.85
H -2.67 -4.61 -3.38
O -3.02 -3.73 -3.40
H -1.82 3.48 0.25
H -2.47 2.96 -1.19
O -2.64 3.26 -0.23
H -4.47 3.39 3.65
H -3.87 3.13 2.18
O -4.64 3.27 2.74
H 2.72 0.28 -5.53
O 2.60 -0.73 -5.50
H -1.94 4.24 4.13
H -1.84 2.83 4.51
O -2.29 3.61 4.82
H -5.87 0.99 -2.62
H -6.00 2.19 -1.82
O -6.06 1.90 -2.78
H 1.74 -4.24 -1.37
H 1.97 -5.14 -0.26
O 1.23 -4.91 -0.81
H -1.95 -6.57 -1.68
H -1.12 -5.36 -2.21
O -1.99 -5.62 -1.70
H -0.43 -1.77 -6.05
H -0.29 -2.03 -4.41
O -0.13 -1.51 -5.17
H 5.00 -2.80 -0.26
H 4.86 -1.81 0.84
O 4.95 -1.83 -0.20
H 0.09 1.32 2.73
O -0.01 0.76 1.97
H -5.82 -0.08 3.73
H -4.55 0.87 4.04
O -4.89 -0.08 3.71
H 0.73 -0.40 3.65
O 1.69 -0.43 3.42
H -5.17 2.84 0.41
H -5.17 1.52 0.23
O -5.58 2.27 -0.24
H 3.48 0.05 -1.98
H 3.86 -1.08 -0.93
O 3.08 -0.51 -1.30
H -1.73 1.00 0.39
H -1.78 0.54 -1.00
O -2.36 0.63 -0.20
H -2.01 4.80 -0.92
H -1.75 4.85 -2.41
O -1.39 5.14 -1.57
H 3.64 -4.78 1.25
H 4.37 -5.40 0.09
O 3.58 -4.92 0.32
H 2.83 0.93 -2.54
H 1.81 0.60 -3.56
O 2.46 1.28 -3.34
H -5.35 -1.32 0.01
H -3.95 -0.58 0.18
O -4.82 -0.61 -0.25
H -0.26 -2.74 -1.76
H 1.25 -2.23 -2.14
O 0.42 -2.52 -2.51
H -1.01 0.31 5.36
H -1.64 -0.89 6.02
O -1.72 0.07 5.94
H 3.99 -1.24 2.26
H 4.26 -2.73 2.65
O 4.71 -1.87 2.28
H 0.86 2.69 -3.81
O 0.17 3.00 -4.36
H 0.14 4.21 -0.17
H 0.33 5.53 -0.17
O 0.52 4.81 0.54
H -0.27 -0.19 1.95
H 2.75 1.40 0.35
H 1.75 -0.38 2.48
H 5.08 4.06 0.70
H 1.76 -0.85 -5.06
H -0.34 2.36 -4.85
O 4.59 -2.20 -4.32
H 4.24 -1.49 -4.88
H 5.33 -2.09 -3.70
O 3.52 2.30 3.41
H 4.15 2.32 2.71
H 2.95 1.53 3.40
O 0.19 0.65 -1.19
H 0.21 1.24 -1.93
H 0.88 0.01 -1.23
O 0.30 -1.85 5.19
H -0.06 -2.52 5.84
H -0.33 -2.11 4.48
O -0.70 -1.90 2.08
H -1.45 -1.95 2.68
H -1.29 -1.38 1.48
O 2.85 -3.75 -3.39
H 3.70 -4.26 -3.42
H 3.08 -2.96 -3.98
O 2.68 4.34 -2.88
H 3.63 4.61 -2.70
H 2.98 3.38 -3.15


Below is 40 unconnected molecules or ions with the total composition H80O40 in a non-equilibrium geometry, with properties calculated with the ωB97M-V functional and the def2-TZVPD basis.

Calculated values
total charge = +1
LUMO (alpha / beta) = -3.34 / -10.21 eV
energy above the lowest of the compared OMol25 structures with the same formula, charge and spin = 14.930 eV
⟨S²⟩ = 0.757
electronic energy = -83178.5024 eV
multiplicity = 2
M = 720.600 g mol⁻¹
strongest force on any atom = 10.95 eV/A

CARTESIAN COORDINATES (ANGSTROEM)
H -5.69 0.38 2.39
H -4.72 -0.49 3.21
O -4.97 0.37 3.02
H 1.38 -3.99 -2.10
H 2.42 -5.13 -1.54
O 2.26 -4.32 -2.10
H 3.71 0.54 0.17
H 4.42 2.03 0.68
O 4.08 1.41 -0.15
H 2.08 0.40 4.58
H 2.75 0.81 3.36
O 1.93 0.99 3.81
H -3.40 0.93 1.51
H -2.46 2.09 1.82
O -3.18 1.83 1.24
H -0.88 4.13 2.59
O -0.45 4.99 2.37
H 2.39 5.53 0.40
O 1.98 5.82 1.20
H 0.37 0.09 -5.77
H 0.47 1.44 -6.59
O 0.29 1.10 -5.71
H -3.51 3.12 3.91
H -4.94 2.45 3.83
O -4.48 3.33 4.07
H 3.05 -1.99 1.93
H 1.71 -1.71 1.25
O 2.15 -1.79 2.12
H -0.50 0.45 3.09
H 0.81 -0.36 3.19
O -0.11 -0.49 3.24
H -4.09 3.97 -3.31
O -3.23 3.54 -3.57
H 1.67 -1.57 -1.94
H 2.46 -0.26 -2.31
O 2.19 -1.16 -2.70
H -1.55 -4.07 0.41
H -2.15 -4.65 -0.85
O -1.51 -3.90 -0.58
H -2.96 -0.57 -3.01
H -2.46 -2.08 -2.92
O -2.41 -1.25 -3.45
H 5.10 -0.80 -3.35
H 3.68 -1.07 -2.74
O 4.70 -0.92 -2.50
H -0.90 0.47 0.35
H -0.10 -0.36 1.51
O -0.25 -0.14 0.55
H 0.45 -1.50 -1.35
H -0.51 -2.34 -0.78
O 0.20 -2.40 -1.44
H 5.11 4.23 1.95
O 4.70 4.61 1.21
H 1.46 1.96 1.31
H 0.56 3.04 1.54
O 0.91 2.30 1.92
H -1.45 3.86 -0.61
O -1.64 3.34 -1.39
H 2.43 0.04 -0.78
H 1.08 0.89 -0.65
O 1.54 0.09 -0.90
H 0.90 -3.96 3.53
H 2.16 -3.17 3.40
O 1.81 -4.06 3.42
H 3.68 -3.90 2.20
H 4.53 -4.40 0.91
O 3.93 -3.91 1.39
H -0.33 -1.91 -4.24
H -1.75 -2.20 -4.82
O -0.82 -2.28 -5.03
H -1.40 -4.02 2.92
H -1.05 -5.56 2.39
O -0.86 -4.64 2.47
H -1.23 -3.42 -2.70
H -1.72 -3.69 -4.03
O -1.92 -3.94 -3.13
H -6.02 -1.01 0.24
H -5.29 -0.46 -0.96
O -5.18 -0.87 -0.04
H 3.83 3.53 -1.52
H 3.16 2.83 -0.41
O 3.03 3.46 -1.01
H -3.70 -0.50 4.88
H -3.15 -1.56 4.07
O -3.93 -1.38 4.71
H -1.17 -0.04 -1.49
H -2.39 0.43 -0.95
O -2.11 -0.44 -1.25
H 5.97 -0.16 -1.34
O 6.61 0.62 -1.44
H 5.15 3.41 -3.14
H 4.25 2.18 -3.16
O 4.55 2.98 -3.59
H 4.00 5.07 1.81
H -0.21 5.24 3.28
H -2.35 3.88 -1.77
H 1.20 5.24 0.96
H -3.03 2.83 -4.25
H 6.12 1.49 -1.67
O 0.85 2.33 -2.68
H 1.02 2.02 -3.56
H 0.45 1.63 -2.19
O -2.23 1.38 4.69
H -3.20 1.76 4.82
H -1.57 1.97 4.85
O 3.61 -1.29 0.12
H 4.46 -1.22 -0.40
H 2.96 -1.91 -0.25
O -1.15 -2.20 5.35
H -0.30 -1.74 4.88
H -1.13 -2.53 6.14
O -3.37 -0.80 1.83
H -3.87 -0.91 0.96
H -2.54 -0.98 1.69
O -4.43 -3.21 -1.52
H -3.71 -2.63 -1.09
H -4.92 -2.77 -2.15
O -3.07 0.89 -4.82
H -3.45 0.33 -5.50
H -2.14 0.69 -4.57


Below is a molecular structure, H8MgN2O10 in a non-equilibrium geometry, with properties calculated with the ωB97M-V functional and the def2-TZVPD basis.

Calculated values
total charge = 0
LUMO = -0.40 eV
energy above the lowest of the compared OMol25 structures with the same formula, charge and spin = 0.000 eV
electronic energy = -29027.1938 eV
multiplicity = 1
M = 220.373 g mol⁻¹
strongest force on any atom = 1.92 eV/A

CARTESIAN COORDINATES (ANGSTROEM)
Mg 0.02 -0.04 0.01
N -1.26 -0.84 -2.87
O -0.53 -0.32 -1.97
O -0.74 -1.37 -3.84
O -2.49 -0.77 -2.75
N 1.15 0.72 2.96
O 0.56 0.21 1.94
O 2.12 0.11 3.43
O 0.78 1.81 3.38
O 1.77 0.91 -0.60
H 1.84 1.20 -1.52
H 2.67 0.65 -0.35
O -0.92 1.80 -0.18
H -0.99 2.55 0.43
H -0.82 2.20 -1.06
O -1.78 -0.72 0.57
H -2.02 -1.44 1.16
H -2.61 -0.24 0.40
O 0.98 -1.78 0.16
H 0.74 -2.63 -0.24
H 1.50 -2.00 0.95


Below is a molecular structure, H8NaO12S2 in a non-equilibrium geometry, with properties calculated with the ωB97M-V functional and the def2-TZVPD basis.

Calculated values
total charge = -3
LUMO = 3.97 eV
energy above the lowest of the compared OMol25 structures with the same formula, charge and spin = 0.000 eV
electronic energy = -50782.0072 eV
multiplicity = 1
M = 287.176 g mol⁻¹
strongest force on any atom = 4.02 eV/A

CARTESIAN COORDINATES (ANGSTROEM)
Na -0.16 0.48 -0.90
S 3.00 -3.46 -2.40
O 3.51 -4.55 -1.56
O 1.55 -3.69 -2.50
O 3.21 -2.13 -1.85
O 3.58 -3.59 -3.70
S -2.09 1.96 4.75
O -0.96 1.62 3.88
O -2.27 3.40 5.00
O -3.25 1.35 4.07
O -1.86 1.41 6.06
O -3.23 0.56 -3.58
H -3.17 1.03 -4.41
H -4.08 0.82 -3.23
O -3.06 -2.28 0.95
H -3.19 -3.14 1.37
H -3.44 -1.66 1.57
O 1.15 4.64 -2.85
H 1.10 5.00 -3.73
H 0.36 4.96 -2.41
O 4.18 -0.81 2.11
H 4.99 -1.30 2.20
H 4.12 -0.63 1.17


Below is a molecular structure, H8NaO4, with properties calculated with the ωB97M-V functional and the def2-TZVPD basis.

Calculated values
total charge = +1
LUMO = -4.93 eV
energy above the lowest of the compared OMol25 structures with the same formula, charge and spin = 2.202 eV
electronic energy = -12730.5452 eV
multiplicity = 1
M = 95.050 g mol⁻¹
strongest force on any atom = 0.49 eV/A

CARTESIAN COORDINATES (ANGSTROEM)
Na -0.08 0.67 -0.39
O -4.52 1.48 1.15
H -4.72 1.71 2.05
H -5.03 0.68 0.99
O 0.64 -1.05 -4.43
H 1.35 -0.65 -4.93
H 0.70 -1.98 -4.62
O 3.72 2.48 0.75
H 4.25 2.89 1.44
H 4.37 2.15 0.13
O -0.33 -2.68 2.25
H -0.37 -2.16 3.05
H 0.02 -3.52 2.54


Below is 4 unconnected molecules or ions with the total composition H8O3S2 in a non-equilibrium geometry, with properties calculated with the ωB97M-V functional and the def2-TZVPD basis.

Calculated values
total charge = 0
LUMO = -0.08 eV
energy above the lowest of the compared OMol25 structures with the same formula, charge and spin = 0.902 eV
electronic energy = -27942.0894 eV
multiplicity = 1
M = 120.195 g mol⁻¹
strongest force on any atom = 1.71 eV/A

CARTESIAN COORDINATES (ANGSTROEM)
S -1.65 -1.64 -1.06
S -3.27 -0.32 -1.03
H -1.70 -1.61 -2.46
H -2.70 0.42 -0.06
O 4.01 1.45 -0.39
H 4.38 2.33 -0.21
H 4.61 0.96 0.19
O 0.98 0.15 -2.47
H 0.52 0.77 -1.88
H 0.40 -0.62 -2.38
O -1.69 -0.50 4.25
H -1.82 -0.01 3.43
H -2.07 -1.37 4.06


Below is 4 unconnected molecules or ions with the total composition H8O4 in a non-equilibrium geometry, with properties calculated with the ωB97M-V functional and the def2-TZVPD basis.

Calculated values
total charge = -1
LUMO (alpha / beta) = 3.81 / 3.77 eV
energy above the lowest of the compared OMol25 structures with the same formula, charge and spin = 0.416 eV
⟨S²⟩ = 0.750
electronic energy = -8319.0453 eV
multiplicity = 2
M = 72.060 g mol⁻¹
strongest force on any atom = 2.03 eV/A

CARTESIAN COORDINATES (ANGSTROEM)
O -0.82 -2.29 0.37
H -1.30 -2.39 1.19
H -0.43 -1.42 0.42
O -0.24 0.64 0.83
H -0.77 1.09 1.49
H -0.57 0.96 -0.01
O 2.69 -0.35 0.03
H 3.43 0.20 0.30
H 1.99 -0.11 0.63
O -1.33 1.03 -1.41
H -0.57 1.31 -1.93
H -2.09 1.33 -1.91